Record 1
{"formula": "C24H25I2NO5Re", "method": "ωB97M-V/def2-TZVPD", "homo_ev": [-5.8540, -5.8449], "gap_ev": [6.120, 5.437], "mol_weight_g_mol": 847.5, "multiplicity": 2, "total_charge": 0, "species": ["Re", "C", "C", "O", "C", "C", "O", "C", "C", "O", "C", "C", "O", "H", "H", "H", "H", "H", "H", "H", "H", "H", "H", "H", "H", "H", "H", "H", "H", "I", "C", "C", "C", "I", "C", "C", "C", "C", "N", "C", "C", "O", "H", "H", "H", "H", "C", "C", "C", "C", "C", "C", "C", "H", "H", "H", "H", "H"], "coordinates": [[-0.62748, -0.37355, 0.73317], [-0.98765, -3.34515, 1.49087], [-0.08593, -2.88294, 2.60982], [-0.03413, -1.45011, 2.62637], [0.85371, -0.94260, 3.63100], [1.15159, 0.51247, 3.36445], [1.63416, 0.55944, 2.03052], [1.58545, 1.82752, 1.39656], [1.77676, 1.57733, -0.07438], [0.71655, 0.75672, -0.59718], [0.97907, 0.29078, -1.93190], [0.31640, -2.14661, -1.66085], [-0.38344, -3.27578, 0.22593], [-1.90916, -2.74264, 1.49794], [-1.24886, -4.39009, 1.66514], [0.92608, -3.26942, 2.45470], [-0.46108, -3.22976, 3.57755], [1.77941, -1.52386, 3.58485], [0.39775, -1.07192, 4.61589], [1.91919, 0.85610, 4.06673], [0.25484, 1.12384, 3.46658], [2.39932, 2.47277, 1.74778], [0.63135, 2.31789, 1.60085], [2.72619, 1.06214, -0.23856], [1.77827, 2.52316, -0.62248], [1.72942, 0.95317, -2.36710], [0.05310, 0.40024, -2.49926], [0.68061, -3.16621, -1.79681], [-0.46523, -1.99540, -2.41723], [-1.90327, 3.80129, 3.81128], [-2.53391, 3.27520, 1.90406], [-3.38028, 4.12280, 1.17655], [-3.79929, 3.78815, -0.08487], [-5.06383, 5.11260, -1.08641], [-3.38426, 2.57566, -0.69646], [-3.78433, 2.12619, -1.97714], [-3.32514, 0.91523, -2.41314], [-2.45814, 0.14873, -1.62912], [-2.02074, 0.54365, -0.43281], [-2.51255, 1.75125, 0.04132], [-2.08720, 2.07960, 1.36403], [-1.31524, 1.22850, 1.97410], [-3.70478, 5.05208, 1.62486], [-4.45107, 2.72601, -2.57934], [-3.62568, 0.52248, -3.37547], [-2.12197, -0.82303, -1.95439], [-0.24921, -1.96269, -0.26595], [1.47344, -1.16715, -2.00057], [2.62548, -1.38988, -1.06195], [3.84730, -1.80612, -1.47956], [4.12553, -2.02855, -2.84781], [3.10929, -1.80911, -3.80547], [1.87228, -1.39654, -3.43286], [2.42110, -1.25065, -0.00624], [4.62812, -1.98101, -0.74838], [5.10372, -2.36714, -3.16006], [3.32326, -1.97769, -4.85397], [1.10511, -1.23741, -4.18519]], "forces_ev_per_a": [[0.249, -0.317, 0.069], [-0.014, -0.029, -0.019], [0.096, -0.016, -0.009], [-0.068, 0.012, -0.079], [0.009, -0.010, 0.033], [0.021, -0.034, -0.048], [0.012, 0.047, 0.016], [0.015, 0.005, 0.002], [0.026, -0.083, -0.009], [-0.126, -0.012, -0.147], [0.012, 0.080, 0.089], [-0.054, 0.109, -0.057], [-0.062, -0.055, 0.061], [-0.019, 0.010, 0.009], [0.013, -0.004, -0.011], [0.002, 0.002, 0.005], [-0.026, 0.016, 0.006], [-0.006, -0.013, -0.018], [0.002, 0.007, 0.011], [-0.020, -0.007, 0.040], [-0.007, 0.023, 0.006], [0.008, 0.001, -0.004], [0.003, -0.004, 0.008], [0.011, 0.025, -0.004], [0.007, 0.016, 0.023], [0.017, -0.003, -0.040], [0.001, -0.020, 0.050], [0.044, -0.036, 0.018], [-0.004, -0.026, 0.026], [0.030, -0.004, 0.049], [-0.068, 0.062, -0.112], [0.021, -0.022, 0.023], [0.042, -0.035, 0.018], [-0.036, 0.029, -0.023], [-0.059, 0.051, -0.034], [0.042, -0.008, 0.059], [-0.017, -0.013, -0.032], [-0.017, -0.033, -0.028], [-0.115, 0.102, -0.066], [0.065, -0.051, 0.030], [0.119, -0.169, 0.031], [-0.205, 0.301, 0.112], [-0.002, -0.002, -0.007], [-0.002, -0.004, -0.001], [-0.005, 0.005, 0.000], [0.025, 0.009, -0.013], [0.005, 0.158, 0.031], [0.072, -0.007, -0.097], [0.012, -0.053, 0.006], [-0.030, 0.019, -0.028], [0.045, -0.010, -0.014], [-0.062, 0.038, 0.080], [0.036, -0.024, -0.047], [-0.015, -0.023, -0.009], [-0.009, 0.002, -0.004], [-0.012, 0.010, 0.013], [-0.005, 0.001, 0.004], [0.002, -0.014, 0.029]], "mulliken_charge": [1.166, -0.935, -0.454, -0.014, -0.698, -0.415, -0.217, -0.471, -0.802, -0.094, -2.071, -1.372, -0.405, 0.336, 0.475, 0.412, 0.398, 0.407, 0.347, 0.431, 0.102, 0.542, 0.097, 0.474, 0.363, 0.721, 0.385, 0.351, 0.429, -0.001, -0.340, -0.288, -0.141, 0.045, 0.769, -0.837, -1.080, -0.074, 0.118, -0.044, 0.173, -0.887, 0.351, 0.205, 0.422, 0.484, 0.389, 3.539, -0.826, -0.691, -0.722, -0.483, -1.550, 0.310, 0.442, 0.392, 0.419, 0.418]}

=====

Record 2
{"formula": "C24H25MnN7O3S", "method": "ωB97M-V/def2-TZVPD", "homo_ev": [-7.3237, -7.0790], "gap_ev": [7.203, 6.972], "mol_weight_g_mol": 546.5, "multiplicity": 2, "total_charge": 0, "species": ["Mn", "O", "C", "N", "C", "O", "C", "C", "C", "C", "C", "N", "C", "C", "C", "C", "C", "N", "H", "H", "H", "H", "H", "H", "H", "H", "C", "C", "N", "N", "C", "N", "S", "C", "C", "C", "C", "C", "N", "H", "H", "H", "H", "H", "H", "H", "H", "H", "C", "C", "C", "O", "C", "H", "H", "H", "H", "H", "H", "H", "H"], "coordinates": [[0.84329, 0.34738, 0.44980], [-1.85771, 2.27114, -1.27531], [-0.82991, 1.96477, -0.36004], [0.48805, 1.85062, -0.82885], [0.88946, 1.89200, -2.10670], [0.37852, 2.41429, -3.08952], [2.19377, 1.12543, -2.25339], [2.97377, 1.26334, -3.39066], [4.12721, 0.50488, -3.49118], [4.44582, -0.37173, -2.46337], [3.59884, -0.45311, -1.37021], [2.49498, 0.28314, -1.26368], [-0.80169, 2.65019, 0.96896], [-1.58042, 3.70493, 1.39106], [-1.35998, 4.16879, 2.68238], [-0.40389, 3.55605, 3.47779], [0.31041, 2.48125, 2.96459], [0.11158, 2.04306, 1.72981], [2.64967, 1.94878, -4.16089], [4.77207, 0.59250, -4.35630], [5.33670, -0.98339, -2.50231], [3.80040, -1.11766, -0.53875], [-2.31859, 4.13536, 0.72952], [-1.93221, 5.00364, 3.06604], [-0.21094, 3.89860, 4.48452], [1.06546, 1.95820, 3.54022], [-1.93340, -1.18408, 3.26265], [-1.23991, -0.68023, 2.03635], [0.03576, -0.80491, 1.86613], [0.74253, -1.49539, 2.82249], [2.01219, -1.14433, 2.83144], [2.79850, -1.87244, 3.67762], [2.75662, 0.06189, 1.86216], [-2.05944, -0.04254, 0.95116], [-3.40070, -0.22680, 0.93840], [-4.22254, 0.19106, -0.19421], [-3.66084, 0.66678, -1.30509], [-2.18925, 0.87509, -1.38112], [-1.39330, 0.51119, -0.18010], [-1.22122, -1.22501, 4.08385], [-2.31504, -2.19797, 3.11720], [-2.76714, -0.53869, 3.53103], [2.32913, -2.42806, 4.37241], [3.71342, -1.52101, 3.88953], [-3.88025, -0.78106, 1.73032], [-5.29568, 0.07408, -0.11894], [-4.24241, 0.96012, -2.16944], [-1.74704, 0.46131, -2.29421], [-0.42132, -3.69649, -1.75271], [-0.42437, -2.78575, -2.97821], [0.53419, -1.68398, -2.55176], [0.39308, -1.57753, -1.12792], [-0.36472, -2.68300, -0.62094], [0.46920, -4.32816, -1.74677], [-1.29671, -4.34162, -1.69076], [-1.42447, -2.37819, -3.14389], [-0.10513, -3.28235, -3.89334], [0.30455, -0.71486, -2.99831], [1.57308, -1.93520, -2.78908], [-1.36787, -2.33319, -0.35014], [0.12583, -3.05114, 0.28066]], "forces_ev_per_a": [[0.423, -0.111, 0.189], [-0.018, 0.047, 0.068], [-0.057, 0.032, -0.077], [-0.150, 0.319, -0.136], [-0.010, -0.139, -0.017], [-0.010, 0.000, -0.014], [-0.010, 0.072, 0.016], [0.004, -0.031, 0.007], [-0.003, 0.003, -0.003], [0.004, -0.007, 0.006], [-0.025, 0.009, 0.036], [-0.044, 0.045, -0.027], [0.039, 0.029, 0.016], [0.051, -0.046, 0.036], [-0.019, 0.026, 0.007], [0.003, -0.030, -0.029], [0.027, 0.006, 0.065], [0.026, -0.128, -0.128], [0.008, 0.015, 0.006], [-0.009, -0.003, -0.009], [-0.001, -0.004, -0.001], [0.017, -0.007, -0.004], [0.001, 0.009, -0.002], [-0.001, -0.002, -0.002], [-0.004, 0.005, 0.001], [-0.005, -0.014, -0.014], [0.074, -0.028, 0.109], [-0.131, 0.181, -0.433], [-0.409, 0.016, 0.140], [0.023, 0.296, -0.113], [-0.053, -0.558, 0.067], [-0.038, 0.131, 0.015], [-0.043, 0.148, -0.081], [-0.082, -0.289, 0.207], [0.293, 0.142, -0.204], [0.295, 0.043, 0.026], [-0.102, -0.090, 0.122], [-0.131, 0.012, 0.014], [-0.059, -0.130, 0.085], [-0.029, 0.009, -0.032], [0.000, 0.002, -0.036], [-0.009, 0.017, 0.008], [0.000, -0.006, 0.001], [0.028, 0.036, 0.001], [0.054, 0.018, 0.040], [-0.007, -0.015, -0.040], [0.010, -0.001, -0.005], [0.021, 0.046, 0.006], [-0.023, -0.020, 0.000], [0.005, -0.007, -0.029], [-0.043, 0.081, 0.005], [0.128, -0.107, 0.154], [-0.012, -0.015, 0.025], [0.017, 0.021, -0.003], [-0.004, 0.003, 0.007], [-0.002, 0.007, 0.016], [0.006, 0.001, 0.002], [0.000, -0.030, -0.014], [-0.017, -0.010, -0.003], [0.001, -0.004, -0.030], [0.000, 0.003, -0.017]], "mulliken_charge": [0.073, -0.609, 1.526, 0.023, 0.164, -0.739, 0.446, -0.808, -0.362, -0.828, -0.436, 0.147, -0.148, -1.027, -0.527, -0.990, -0.004, 0.413, 0.519, 0.436, 0.407, 0.462, 0.526, 0.453, 0.415, 0.433, -2.162, 0.871, 2.064, -1.901, 0.465, -0.486, -0.524, -0.048, -0.473, -0.646, -1.440, -0.201, 1.087, 0.505, 0.277, 0.547, 0.242, 0.231, 0.495, 0.420, 0.499, 0.259, -0.701, -0.728, -0.524, 0.116, -0.507, 0.295, 0.386, 0.233, 0.423, 0.168, 0.367, 0.155, 0.270]}

=====

Going through the records in order, we get ΔE to the lowest compared entry with this formula, charge and spin values of 0.0000, 3.9951 eV.